Record 1
{"formula": "C3H11NO", "method": "ωB97M-V with the def2-TZVPD basis set", "symbols": ["C", "H", "C", "N", "H", "H", "H", "O", "C", "H", "H", "H", "H", "H", "H", "H"], "xyz": [[0.19807, -1.68688, -0.43072], [1.23170, -1.83617, -0.24293], [-1.23497, 1.60635, 0.02094], [-0.23492, -0.55810, 0.41751], [-0.73556, 1.72749, -0.98703], [-2.13480, -0.50193, -0.30750], [0.20303, -1.27379, -1.52115], [3.35007, 0.41580, 0.07951], [-1.51835, 0.02771, 0.34841], [-0.26290, -2.68086, -0.39591], [3.20196, -0.24791, -0.44123], [3.01923, 1.27432, 0.01148], [-0.00950, -0.88892, 1.37939], [-0.72709, 2.19680, 0.85430], [-2.17284, 0.08676, 1.22443], [-2.17312, 2.33934, -0.00949]], "smiles": "CCNC.O", "homo_lumo_gap_ev": 9.7, "charge": 0, "lumo_energy_ev": 1.00}


Record 2
{"formula": "C6H18O6", "method": "ωB97M-V with the def2-TZVPD basis set", "symbols": ["H", "C", "O", "O", "O", "H", "C", "C", "H", "C", "O", "H", "H", "C", "O", "H", "H", "H", "H", "H", "H", "C", "O", "H", "H", "H", "H", "H", "H", "H"], "xyz": [[-0.39893, -1.69770, -2.48349], [0.40539, 3.10285, 0.57908], [2.81138, -0.64342, -1.25413], [0.56888, -1.57668, -2.58311], [2.76875, 2.03325, -1.42799], [0.21265, -0.81569, 0.85633], [-0.20596, 2.27564, -0.34533], [1.03639, 2.55018, 1.69530], [1.90493, -1.11882, -1.59088], [0.37855, 0.28974, 0.82386], [-1.68739, -3.00733, 1.41806], [-0.56368, 2.65212, -1.26729], [1.18643, 3.17789, 2.49794], [-0.13039, 0.88022, -0.35432], [-3.49559, -0.49160, 1.19131], [3.38500, 2.29645, -0.66448], [-3.73874, 0.16514, 1.92271], [0.78040, -1.91552, -3.46664], [-2.87202, -1.91224, -0.58123], [2.51494, -0.44576, -0.30474], [-0.85962, -3.49383, 1.10448], [0.88897, 1.11314, 1.88728], [-2.30200, -2.42248, -1.29895], [-0.18554, 0.14995, -1.18254], [1.20977, 0.43526, 2.77927], [0.43124, 4.16712, 0.54203], [2.72379, 1.10947, -1.60926], [-2.35370, -3.24432, -0.73463], [-2.62559, -0.71929, 1.51076], [-1.78828, -2.89376, 2.34060]], "smiles": "c1ccccc1.O.O.O.O.O.O", "homo_lumo_gap_ev": 9.1, "charge": 0, "lumo_energy_ev": 0.05}


Record 3
{"formula": "C3H8NO2S", "method": "ωB97M-V with the def2-TZVPD basis set", "symbols": ["S", "O", "H", "H", "H", "H", "C", "O", "H", "H", "H", "H", "N", "C", "C"], "xyz": [[0.22457, 1.50300, 0.27435], [2.32013, 3.36949, -2.90435], [1.89350, 3.07355, -2.13783], [-0.15959, -0.76662, 2.48777], [0.38348, -0.84810, -0.92940], [-1.01558, -1.52332, -1.18698], [-0.53390, -2.06291, 0.77574], [-0.78335, -3.21004, 0.47509], [0.07064, -2.37651, 2.76632], [-1.95724, 0.72875, -0.74042], [1.52622, 3.84146, -3.37889], [-1.74284, 0.34119, 1.07636], [-0.20085, -1.67090, 2.06104], [-1.21758, 0.32904, 0.03996], [-0.49521, -0.94907, -0.37232]], "homo_lumo_gap_ev": 6.5, "charge": -1, "lumo_energy_ev": 3.78}


Record 4
{"formula": "H2NP", "method": "ωB97M-V with the def2-TZVPD basis set", "symbols": ["P", "H", "N", "H"], "xyz": [[0.95762, 0.17541, -0.32773], [-1.36171, 0.16808, -0.63932], [-0.70275, -0.26722, 0.01897], [1.10683, -0.07627, 0.94808]], "smiles": "[H]/N=P/[H]", "homo_lumo_gap_ev": 8.6, "charge": 0, "lumo_energy_ev": -0.99}


| no. | molecular weight (g/mol) |
| --- | --- |
| 1 | 77.13 |
| 2 | 186.20 |
| 3 | 122.17 |
| 4 | 47.00 |